1.
DFT (ωB97M-V/def2-TZVPD) results for a structure of composition C58H67AlFN4OP.

```
133
Properties=species:S:1:pos:R:3:lowdin_charge:R:1
Al -0.17492 0.66460 0.48369 0.369
C -3.78952 -0.80570 -3.24970 -0.056
C -2.84957 0.18310 -2.55729 -0.365
C -2.21233 1.13694 -3.57222 -0.050
C -3.55754 0.95978 -1.46196 -0.142
C -4.64059 1.76077 -1.80018 -0.029
C -5.29030 2.52850 -0.84571 -0.065
C -4.83778 2.50880 0.46103 -0.045
C -3.74740 1.72740 0.83739 -0.157
C -3.27580 1.77194 2.27711 -0.359
C -4.38613 1.37691 3.25540 -0.057
C -2.71183 3.14626 2.64436 -0.040
C -3.10989 0.94338 -0.12814 -0.218
N -2.01715 0.09032 0.22846 0.043
C -2.44688 -1.22657 0.38048 -0.213
C -3.79226 -1.63358 0.46445 -0.016
C -4.14296 -2.96490 0.65785 -0.093
C -3.18435 -3.95816 0.77792 -0.103
C -1.84260 -3.59475 0.70508 -0.020
C -1.53482 -2.27231 0.52157 -0.224
F -0.22207 -1.91273 0.48541 0.047
H -3.23638 -1.42037 -3.96248 0.079
H -4.57665 -0.28349 -3.79888 0.074
H -4.26350 -1.46976 -2.52519 0.074
H -2.04313 -0.38802 -2.09891 0.118
H -2.96959 1.74721 -4.06943 0.078
H -1.67727 0.57331 -4.33969 0.078
H -1.50629 1.81154 -3.08401 0.071
H -4.97912 1.79175 -2.82922 0.111
H -6.13878 3.14110 -1.12286 0.102
H -5.33479 3.11741 1.20809 0.111
H -2.46486 1.05173 2.37440 0.082
H -5.13838 2.16378 3.34331 0.077
H -3.96563 1.20413 4.25014 0.070
H -4.89423 0.46406 2.93614 0.082
H -3.45152 3.93323 2.47675 0.084
H -1.82665 3.38279 2.05003 0.066
H -2.43801 3.16752 3.70300 0.063
H -4.57157 -0.88920 0.38188 0.116
H -5.19282 -3.22372 0.71783 0.101
H -3.46527 -4.99310 0.91508 0.096
H -1.04188 -4.31755 0.79185 0.120
C 6.92218 1.01879 0.65625 -0.098
C 6.20546 1.44926 1.76273 -0.088
C 4.82124 1.35608 1.76889 -0.053
C 4.12290 0.81484 0.68950 -0.201
C 4.85682 0.40449 -0.42542 -0.033
C 6.23876 0.50540 -0.43982 -0.076
C 2.64059 0.80714 0.74794 -0.093
C 1.73099 0.02834 0.14470 -0.122
C 2.17950 -1.17398 -0.60680 -0.267
C 1.74718 -1.40861 -1.91271 -0.049
C 2.15936 -2.52726 -2.62045 -0.084
C 3.00645 -3.45545 -2.02851 -0.099
C 3.44071 -3.24158 -0.72655 -0.078
C 3.03190 -2.11447 -0.03050 -0.062
H 8.00164 1.09572 0.64047 0.097
H 6.72249 1.86948 2.61640 0.099
H 4.26158 1.72057 2.62495 0.092
H 4.33946 0.02123 -1.29513 0.117
H 6.78696 0.18729 -1.31773 0.102
H 2.27736 1.62618 1.36680 0.075
H 1.07767 -0.69265 -2.37996 0.110
H 1.81536 -2.67793 -3.63617 0.100
H 3.32834 -4.33139 -2.57651 0.096
H 4.10791 -3.95410 -0.25613 0.100
H 3.39836 -1.93233 0.97100 0.100
O -0.21534 0.44055 2.33391 -0.170
P 0.10586 0.29302 3.79500 0.623
N 1.43529 -0.62544 4.03255 -0.172
C 2.70342 -0.22701 4.64770 -0.182
C 3.23747 -1.55718 5.15938 -0.162
C 2.87068 -2.52175 4.02889 -0.148
C 1.52896 -1.99446 3.48814 -0.150
N -1.18174 -0.39819 4.55191 -0.150
C -2.05216 -1.35907 3.82150 -0.171
C -2.78602 -2.07988 4.93982 -0.153
C -1.71531 -2.19499 6.02160 -0.162
C -1.03162 -0.83022 5.96178 -0.192
N 0.39993 1.72318 4.52233 -0.163
C -0.35380 2.27914 5.66284 -0.184
C 0.12044 3.73190 5.73395 -0.156
C 0.49252 4.06022 4.29044 -0.164
C 1.16824 2.77815 3.82752 -0.172
H 2.54060 0.51422 5.42861 0.113
H 3.38877 0.19782 3.90345 0.098
H 2.71074 -1.82979 6.07727 0.109
H 4.30625 -1.53094 5.36767 0.113
H 2.79612 -3.55512 4.36324 0.110
H 3.62796 -2.47970 3.24532 0.102
H 0.69087 -2.59590 3.84877 0.106
H 1.49879 -1.99213 2.39914 0.094
H -1.46594 -2.07053 3.23542 0.105
H -2.71630 -0.84200 3.13682 0.091
H -3.18040 -3.03900 4.60812 0.116
H -3.61512 -1.46561 5.29895 0.115
H -1.00766 -2.98688 5.76513 0.109
H -2.11901 -2.40291 7.01163 0.112
H 0.02230 -0.87865 6.24702 0.108
H -1.53152 -0.12090 6.62418 0.106
H -0.13808 1.74150 6.58613 0.104
H -1.42882 2.21782 5.47614 0.101
H 1.00688 3.80177 6.36817 0.114
H -0.64559 4.38741 6.14510 0.114
H 1.14235 4.92908 4.19754 0.117
H -0.40764 4.23368 3.69837 0.094
H 2.21918 2.75508 4.13642 0.116
H 1.12634 2.64192 2.74836 0.079
C -1.46571 7.45276 -1.80062 -0.100
C -2.45368 6.82110 -1.05856 -0.090
C -2.30291 5.49068 -0.69937 -0.038
C -1.15958 4.76441 -1.04606 -0.186
C -0.18779 5.40672 -1.81458 -0.024
C -0.34224 6.73424 -2.18568 -0.080
C -1.10615 3.36167 -0.55550 -0.076
C -0.06326 2.60099 -0.18531 -0.098
C 1.28654 3.23462 -0.32545 -0.297
C 2.14606 2.89530 -1.36926 -0.066
C 3.37882 3.51473 -1.50942 -0.080
C 3.78580 4.48019 -0.59652 -0.091
C 2.94422 4.82028 0.45308 -0.075
C 1.70642 4.20390 0.58324 -0.061
H -1.57597 8.49078 -2.08718 0.097
H -3.34256 7.36268 -0.75995 0.098
H -3.08357 4.99304 -0.13434 0.100
H 0.69290 4.86986 -2.14069 0.104
H 0.42975 7.20983 -2.77762 0.101
H -2.10574 2.96561 -0.44101 0.070
H 1.83591 2.13357 -2.07601 0.120
H 4.02987 3.24013 -2.33016 0.105
H 4.75484 4.95167 -0.69594 0.098
H 3.24670 5.57893 1.16486 0.099
H 1.04029 4.48563 1.39281 0.108
```

Output
Energy above the lowest of the compared OMol25 structures with the same formula, charge and spin   0.00 kJ/mol
E_HOMO   -7.41 eV
Electronic energy   -3228.450357 Ha
HOMO-LUMO gap   7.802 eV

=====

2.
DFT (ωB97M-V/def2-TZVPD) results for a structure of composition C31H32MnOP.

```
66
Properties=species:S:1:pos:R:3:lowdin_charge:R:1
Mn -1.24505 -0.18764 -0.47171 0.417
C -3.01598 2.74353 -0.48403 -0.015
C -2.73525 1.39786 0.12674 -0.208
C -3.43128 0.25734 -0.29691 -0.207
C -4.50071 0.35223 -1.35219 -0.007
C -3.10104 -1.02483 0.23683 -0.230
C -3.73177 -2.25693 -0.35712 -0.018
C -2.22533 -1.12974 1.34149 -0.208
C -2.03683 -2.42910 2.07791 -0.008
C -1.52624 0.01743 1.77002 -0.218
C -0.57060 -0.14474 2.92071 -0.019
C -1.74452 1.27828 1.14273 -0.207
C -1.10773 2.54053 1.67317 -0.007
H -3.82778 3.24637 0.04819 0.110
H -3.30551 2.65209 -1.52756 0.086
H -2.14042 3.38528 -0.44133 0.082
H -4.09804 0.13196 -2.34348 0.101
H -4.94587 1.34247 -1.37601 0.083
H -5.29762 -0.36101 -1.15274 0.091
H -4.68447 -2.48343 0.12770 0.109
H -3.08387 -3.12318 -0.24732 0.086
H -3.91428 -2.12409 -1.42015 0.085
H -1.05693 -2.87301 1.89237 0.080
H -2.79694 -3.15634 1.81077 0.082
H -2.11199 -2.25729 3.15161 0.096
H -1.13319 -0.22524 3.85463 0.110
H 0.11622 0.68535 3.01663 0.054
H 0.01605 -1.05773 2.81639 0.087
H -0.34706 2.94208 1.00466 0.072
H -0.64812 2.38901 2.64366 0.081
H -1.87323 3.30551 1.80183 0.097
O -1.57615 -0.77687 -2.42722 0.035
C -0.71665 0.08295 -2.19854 -0.322
C 0.54252 0.30088 -2.92775 -0.199
C 0.73198 0.50785 -4.28622 -0.001
C 2.03330 0.60742 -4.75387 -0.048
C 3.11190 0.46146 -3.88534 -0.049
C 2.91108 0.22614 -2.53271 -0.046
C 1.61303 0.16914 -2.04669 -0.277
P 1.06081 -0.15192 -0.32661 1.130
C 1.87959 1.19282 0.58729 -0.332
C 2.44733 1.01323 1.84540 -0.109
C 2.99432 2.09056 2.52853 -0.060
C 2.97984 3.35592 1.96064 -0.061
C 2.42272 3.54280 0.70252 -0.068
C 1.87673 2.46803 0.01893 -0.104
C 1.90929 -1.68156 0.14656 -0.331
C 1.15096 -2.85093 0.13203 -0.099
C 1.74065 -4.07621 0.40417 -0.063
C 3.09480 -4.13773 0.69702 -0.061
C 3.85953 -2.97802 0.70749 -0.058
C 3.27294 -1.75345 0.43008 -0.090
H -0.11262 0.59204 -4.95673 0.125
H 2.21471 0.78570 -5.80519 0.114
H 4.11973 0.52705 -4.27332 0.114
H 3.75781 0.09624 -1.86997 0.112
H 2.47949 0.02899 2.29460 0.105
H 3.43984 1.93716 3.50266 0.113
H 3.41089 4.19339 2.49279 0.112
H 2.41775 4.52597 0.25085 0.113
H 1.44414 2.62425 -0.96208 0.116
H 0.09287 -2.80018 -0.10659 0.090
H 1.14609 -4.97997 0.38716 0.112
H 3.55804 -5.09095 0.91403 0.112
H 4.91713 -3.02894 0.92964 0.113
H 3.87895 -0.85630 0.43894 0.105
```

Output
Charge   +1
<S²>   0.8063
E_HOMO (spin up / spin down)   -11.20 / -10.87 eV
Electronic energy   -2767.855420 Ha
HOMO-LUMO gap (spin up / spin down)   8.612 / 8.106 eV
Spin multiplicity   2

=====

3.
DFT (ωB97M-V/def2-TZVPD) results for a cluster of 2 separate species, CH2ClNO3S in total at a distorted geometry.

```
9
Properties=species:S:1:pos:R:3:lowdin_charge:R:1
C 2.06628 -1.00344 -0.28180 -0.712
N -1.90222 0.08073 0.21833 -0.138
O 2.10641 -1.90341 -1.04322 0.042
O -0.07302 1.67248 0.95207 -0.381
O -0.63290 1.44887 -1.49168 -0.360
S -0.41886 0.85031 -0.18944 0.669
Cl 3.03749 -0.42789 0.96304 0.714
H -2.15631 0.11497 1.21571 0.065
H -2.02687 -0.83263 -0.34301 0.101
```

Output
Energy above the lowest of the compared OMol25 structures with the same formula, charge and spin   321.98 kJ/mol
E_HOMO (spin up / spin down)   -9.21 / -9.69 eV
Electronic energy   -1178.043943 Ha
HOMO-LUMO gap (spin up / spin down)   7.125 / 8.487 eV

=====

4.
DFT (ωB97M-V/def2-TZVPD) results for a cluster of 2 separate species, C5H12N2 in total at a distorted geometry.

```
19
Properties=species:S:1:pos:R:3:lowdin_charge:R:1
C 0.06261 0.88625 0.19835 -0.358
C 1.09861 1.73889 0.85280 -0.041
C -0.20425 1.03295 -1.26146 -0.033
N -0.62411 0.01667 0.91507 0.018
N 1.71077 -1.55009 -0.34058 0.020
C -1.22659 -1.12741 0.48780 -0.232
C -2.48998 -1.38537 0.23701 -0.064
H -0.38559 -0.00249 1.90532 0.160
H 1.89027 -1.63524 -1.33557 0.010
H 2.22991 -2.28146 0.13123 0.009
H 0.71496 -1.74994 -0.18906 -0.032
H 1.09066 2.74093 0.43162 0.077
H 0.94447 1.81928 1.92827 0.078
H -1.03105 0.38111 -1.56512 0.076
H -0.46611 2.05967 -1.49967 0.082
H 0.68513 0.77699 -1.83522 0.081
H 2.09080 1.31481 0.68436 0.080
H -2.78921 -2.36606 -0.09939 0.027
H -3.30131 -0.66948 0.35424 0.040
```

Output
Energy above the lowest of the compared OMol25 structures with the same formula, charge and spin   320.71 kJ/mol
E_HOMO (spin up / spin down)   -6.77 / -6.77 eV
Electronic energy   -307.107189 Ha
HOMO-LUMO gap (spin up / spin down)   7.619 / 7.617 eV

=====

5.
DFT (ωB97M-V/def2-TZVPD) results for the molecule C6H11N at a distorted geometry.

```
18
Properties=species:S:1:pos:R:3:lowdin_charge:R:1
C -0.84517 1.44409 -0.01353 -0.060
C 0.44928 0.71816 0.39184 -0.282
C 1.56334 0.71467 -0.35921 -0.179
N 1.70378 1.02848 -1.76979 0.033
C 0.07865 -0.59070 1.15692 -0.196
C -0.81599 -1.51484 0.34250 -0.204
C -2.06249 -1.83966 0.66658 -0.004
H -1.72979 1.13075 0.55516 0.074
H -1.02426 1.08507 -1.04362 0.075
H -0.57128 2.49434 -0.02653 0.075
H 2.40896 0.15187 0.01365 0.097
H 0.93128 0.51014 -2.19005 0.069
H 2.49516 0.44329 -2.01897 0.065
H 0.97897 -1.19539 1.37185 0.108
H -0.44552 -0.36228 2.09001 0.100
H -0.32925 -1.76212 -0.61063 0.106
H -2.74656 -2.26848 -0.05895 0.055
H -2.38413 -1.53886 1.67055 0.065
```

Output
Energy above the lowest of the compared OMol25 structures with the same formula, charge and spin   243.18 kJ/mol
E_HOMO   -8.16 eV
Electronic energy   -289.879060 Ha
HOMO-LUMO gap   9.093 eV

=====

6.
DFT (ωB97M-V/def2-TZVPD) results for a cluster of 2 separate species, C3H14N4 in total at a distorted geometry.

```
21
Properties=species:S:1:pos:R:3:lowdin_charge:R:1
C 1.11640 -2.06529 0.16383 -0.008
C -0.99549 2.10169 0.10794 -0.124
C -0.25166 -0.66259 -1.22178 0.162
N 0.97995 -1.04548 -0.86883 -0.210
N -0.63288 0.82634 0.64697 -0.183
N 1.97000 0.01351 -0.76350 0.259
N -1.74212 0.37361 1.40110 0.115
H 2.10930 -2.66517 -0.06021 0.163
H 1.14920 -1.66541 1.16414 0.100
H 0.49790 -2.90958 0.00121 0.097
H -1.85420 2.01683 -0.43649 0.059
H -1.05378 2.68059 1.00339 0.090
H -0.09243 2.54480 -0.44031 0.125
H -0.79078 -1.52824 -1.32315 0.106
H -0.38470 0.10601 -1.87493 0.090
H 2.35587 0.34128 -1.75509 0.268
H 1.31740 0.75984 -0.39955 0.138
H 2.62251 -0.08337 0.04587 0.208
H -1.67321 -0.50405 1.77602 0.119
H -1.98997 1.15821 2.05299 0.193
H -2.65733 0.20645 0.78038 0.232
```

Output
Charge   +2
Energy above the lowest of the compared OMol25 structures with the same formula, charge and spin   509.46 kJ/mol
E_HOMO (spin up / spin down)   -16.75 / -16.80 eV
Electronic energy   -340.862976 Ha
HOMO-LUMO gap (spin up / spin down)   7.912 / 7.990 eV